C16H56N6O12 | ωB97M-V with the def2-TZVPD basis set

Geometry as XYZ:
```
90
C16H56N6O12 ωB97M-V with the def2-TZVPD basis set
C 13.19500 24.84600 -15.74400
H 9.55700 26.44100 -20.20900
H 7.14200 25.93400 -20.20700
C 13.23800 18.60800 -18.44100
O 15.59900 19.58200 -14.17300
O 11.83200 19.71900 -21.64600
O 14.96400 23.43200 -16.72400
N 10.32800 20.26700 -16.39300
C 8.03300 22.94900 -22.69400
H 15.27800 25.07700 -15.56500
H 10.62000 24.10300 -16.60400
H 13.51000 19.09900 -16.62000
H 10.94400 19.67800 -22.02600
C 9.17500 25.68400 -19.56700
H 14.56400 20.77000 -19.62900
H 6.94200 22.71000 -17.59300
H 10.37200 22.67400 -15.67000
H 7.21000 21.44300 -18.78400
O 13.51400 19.54600 -17.44400
O 7.91700 23.20400 -14.81800
H 13.03700 25.85600 -15.36900
H 7.33900 26.72800 -18.69400
N 8.23100 24.84400 -16.37700
H 13.93200 17.72700 -18.39300
O 9.83100 25.64400 -18.32900
C 11.99700 22.25400 -18.49400
H 7.76600 21.14900 -17.05400
H 17.03100 20.28700 -19.04600
H 8.32000 22.26000 -23.49100
H 13.26100 18.98300 -19.43600
H 7.25100 24.95900 -18.87100
H 8.73900 25.28800 -17.17500
H 14.60000 21.80500 -12.97900
H 9.18400 22.30100 -19.91500
H 9.69100 19.43700 -16.57900
C 7.66400 25.86600 -19.26200
H 15.32200 22.83700 -14.24200
H 8.27200 18.09700 -20.04400
H 13.21400 21.23100 -21.29400
H 15.32800 21.64700 -18.42900
N 12.78000 22.02400 -17.56000
O 8.78900 22.54200 -18.26400
C 10.79600 20.42700 -15.22000
O 16.69100 20.74700 -19.82700
H 11.69000 20.24300 -18.84700
H 12.01300 21.83300 -15.98900
H 10.67000 21.40300 -19.71200
N 9.93600 23.57100 -16.05400
H 16.29000 21.85900 -13.20300
H 12.08300 21.42700 -14.15200
H 15.33900 22.25700 -20.07400
H 15.89700 23.34400 -16.89800
C 15.45000 21.32900 -19.47600
N 11.34100 21.20900 -18.96300
H 9.32600 24.70900 -20.10200
H 14.79400 25.48500 -17.05200
H 12.99600 24.04600 -14.98600
H 8.62100 19.40500 -18.91100
H 7.48600 23.02700 -20.58300
H 10.69500 25.31900 -18.50400
C 15.38900 21.91700 -13.73300
C 8.94600 18.88200 -19.80100
O 11.70700 23.57000 -18.75900
C 15.26900 20.79300 -14.75700
H 12.25300 18.23500 -18.14900
H 7.31600 21.49500 -21.33600
H 13.38100 22.71200 -17.17900
H 9.17600 22.96200 -17.45400
H 14.79700 19.04000 -13.99600
C 8.73100 23.89900 -15.70100
H 7.05700 23.40300 -22.98500
C 12.38400 20.94900 -21.91100
C 14.61300 24.71800 -16.34000
O 9.21600 22.02800 -20.86900
H 10.42800 17.67300 -20.11400
C 7.57200 21.88600 -17.86100
H 14.25400 20.65600 -15.14400
H 9.01500 19.57800 -20.64600
H 10.56800 20.84500 -17.19200
H 11.75100 21.82700 -21.90900
H 16.02000 20.96900 -15.51600
O 10.56900 19.58900 -14.12400
C 7.97300 22.39600 -21.30800
H 13.18500 21.07500 -17.53600
H 7.16700 24.97900 -16.43400
H 8.71800 23.83300 -22.61700
H 12.44000 24.76200 -16.54700
O 10.18600 18.33300 -19.51600
N 11.69500 21.34200 -15.07000
H 12.72300 20.83600 -22.89700
```

Energy above the lowest of the compared OMol25 structures with the same formula, charge and spin: 10.7 kJ/mol
Calculated total energy: -1874.43784 a.u.
Molecular weight: 524.7 Da
Multiplicity: 1
LUMO: 0.12 eV
Frontier orbital gap: 8.80 eV

C16H56N8O12 | ωB97M-V with the def2-TZVPD basis set

Geometry as XYZ:
```
92
C16H56N8O12 ωB97M-V with the def2-TZVPD basis set
O -1.17801 2.34392 4.20389
H -1.83501 3.09392 -0.73211
H 3.31999 -3.66308 0.55689
H 3.02499 -1.20408 -0.59911
C -3.29001 0.84192 1.74189
N -1.70001 2.58292 -1.54111
C -4.24201 -0.51908 -2.03511
C 4.03999 -0.89408 -0.41211
H -1.72701 0.11192 -0.59911
H -2.78401 -1.85708 -2.45611
H -1.14501 -1.30808 -1.45411
C 1.29099 3.77292 0.64289
H -6.02201 -0.83708 -2.91711
H 2.15999 2.71692 -4.08111
C 2.28799 -3.86908 0.90289
C -0.99201 -1.42408 -3.52711
N -1.29701 -1.90408 -2.35611
H -5.93701 0.54792 -1.94011
O -0.71701 4.63192 -2.16611
H 5.17099 -1.33808 -1.93311
H -1.38201 -1.18808 0.37289
H 3.73599 2.19992 -0.66411
O -3.29301 0.46992 -1.65011
H 3.13299 3.35592 1.35089
N -3.86201 -1.72208 -2.33911
C -0.07101 1.61792 3.78989
O -0.50001 -0.15108 -3.76611
O 2.23299 0.74892 -3.15111
N -1.06301 -0.50908 -0.27311
H 0.84699 4.21292 -0.28911
H 2.44399 -0.33008 4.91989
H 1.45699 -4.42008 -2.07611
H 3.42799 -1.12108 3.64589
O 4.89899 -1.75208 -1.11711
C 1.19899 -3.79308 -0.24411
H -0.78701 -1.93008 -5.40911
H -4.88601 0.11392 2.99889
C 2.53899 -0.62808 3.86089
H 1.68499 2.56692 -2.37311
H 4.26699 0.08392 -0.77411
H -2.05801 -3.47108 1.29389
H -0.13701 1.52892 -1.09811
N -5.53301 -0.36308 -2.14311
O -4.04101 1.73692 3.79589
C 2.71499 3.43292 0.36789
H -1.34501 -2.87808 -2.12111
N -0.66501 2.74892 -3.39211
H 1.66299 -1.83008 2.57889
H 0.74899 2.88292 1.07189
H -1.80901 -3.08908 -4.51411
C 2.36699 2.14092 -3.14211
H 1.21399 4.62792 1.31089
H -2.02801 1.72292 -1.72111
H 5.33699 -0.37808 1.28289
H 3.17499 4.13992 -0.25411
C 4.42399 -0.93908 1.00289
H 0.14699 -3.81608 0.18489
H 0.69199 2.25092 3.22589
O 1.48199 -4.80708 -1.21911
H 2.24699 -4.76608 1.47589
H -0.67701 1.78792 -3.71411
C -1.51201 -2.04908 2.67589
H -3.72901 1.68492 1.23589
H -4.49201 -2.50808 -2.03011
H -0.59401 -2.51808 2.62989
H 2.35099 0.22892 3.22289
C 0.12299 -0.06608 0.07089
H 4.61699 -1.90508 1.40989
H -3.45401 0.01392 1.13989
O -2.09101 -2.48808 1.40589
H 1.89599 -3.06608 1.46189
C -3.90101 0.53692 3.08689
H 0.35899 1.04792 4.57789
H -1.48201 -0.98908 2.79889
H 1.25499 0.50792 -3.13811
N -1.21301 -2.24808 -4.50211
O 2.85399 2.19792 -0.28511
H -0.31001 0.89092 3.00789
H -3.31801 -0.21408 3.51789
H -0.30301 3.45992 -4.12711
H 1.29199 -2.79008 -0.66011
H -2.14601 -2.43708 3.47489
H 1.39699 1.24592 -0.41311
H 3.38399 2.33192 -2.83911
C -1.13401 3.34392 -2.34611
H -1.97001 1.98192 3.78689
H 3.62199 -0.41108 1.56089
N 0.48299 0.90792 -0.64211
O 1.60499 -1.58408 3.53089
O 0.88799 -0.78208 0.84989
H -2.20201 1.05192 1.77289
H -4.64501 2.30792 3.37989
```

Energy above the lowest of the compared OMol25 structures with the same formula, charge and spin: 850.3 kJ/mol
Calculated total energy: -1983.94497 a.u.
Molecular weight: 552.7 Da
Multiplicity: 1
LUMO: -0.31 eV
Frontier orbital gap: 8.50 eV

C16H56O12 | ωB97M-V with the def2-TZVPD basis set

Geometry as XYZ:
```
84
C16H56O12 ωB97M-V with the def2-TZVPD basis set
H -3.33923 -4.40295 0.18623
H -3.67900 5.29478 0.09060
H 1.58904 -2.55890 -2.05960
C -0.25904 -2.21123 2.98905
H -0.80947 6.52926 -0.28530
H -1.35206 0.88505 -4.05583
H -0.96576 1.72619 5.54093
H 1.93873 2.40629 1.37931
H 2.95966 -1.46741 -3.90841
O 0.38161 0.90947 -1.08339
H 2.32381 0.07131 -4.27829
H 4.64508 0.53513 -1.70667
C 2.74956 -4.03103 -1.63469
H -2.21856 4.15923 2.24735
H 1.90072 -1.63844 4.30063
H 0.22452 -3.73010 4.44564
H 0.59272 -0.52410 0.42508
H -0.86095 -3.93886 -1.33048
C -4.46334 -1.87753 -2.00356
H 3.11395 -3.99931 -0.60789
H 1.86436 4.16594 1.72073
H -1.34777 -1.72888 -0.20424
C -0.86305 1.72453 -4.55005
C -3.21497 5.29030 1.07688
C 2.41855 3.37198 1.22012
C -0.14198 0.17222 0.02077
O -4.61618 -3.29213 -1.93276
H 0.55652 5.78432 0.19232
C 2.01389 -0.93036 -3.98049
H -5.44013 -1.49526 -2.29995
H -1.80827 0.69460 1.38558
H -2.27225 -0.37814 -0.59238
H 2.67824 -2.99912 2.66079
H 0.33503 1.34237 4.34963
H -0.07138 0.57998 -5.96440
O 3.24081 -0.14160 -0.42547
H 1.66085 2.93721 -0.38041
H 0.44191 6.00579 -1.46746
H -1.57017 -4.61731 0.53616
O 1.46117 -3.42590 -1.66772
H -0.75130 2.04889 1.04484
O -1.81992 -3.90046 -1.35295
C -2.35239 -4.61936 -0.22293
H -2.83310 6.28725 1.29680
O 0.18542 1.33548 -5.43064
H -1.40669 4.39270 -0.19116
H -0.46463 2.34959 -3.75089
H -3.67438 -1.65052 -2.72057
H 3.43733 -3.39551 -2.19254
H 1.40241 -4.12659 2.05394
H -4.05976 5.20588 1.76048
C -0.17098 5.71007 -0.61597
C 1.91628 -3.73064 2.92988
H -1.06427 0.34115 4.34734
H -0.96018 -1.02548 -1.70920
H 1.36251 -1.42496 -4.70102
H -0.31013 1.50592 -1.37893
O 2.39996 3.51491 -0.17649
H 2.67752 -5.07689 -1.93316
O 1.25760 -2.19260 4.74887
C 0.79821 -3.06920 3.79590
H 2.64041 -0.40413 -1.12703
H -2.27073 -5.66125 -0.53258
O -0.66131 4.38343 -0.79607
H 0.24446 -1.26929 2.77150
O 1.55593 -1.00828 -2.66331
H -3.77112 -3.66957 -1.67783
C -1.25631 -0.75963 -0.69444
H 3.42963 3.49357 1.60874
H 3.38758 1.75281 -1.27066
H -0.19323 0.76701 2.13603
H -0.58361 -2.62458 2.03412
H -1.19553 -2.01894 3.51261
C -0.76622 0.97526 1.23247
H 2.32067 -4.59047 3.46398
H -1.60379 2.20067 -5.19246
C 4.01242 0.93409 -0.91378
H 0.50970 -0.72625 5.53519
H -4.14651 -1.42545 -1.06370
H 0.77386 -0.49505 -2.44749
O -2.36877 4.23939 1.30258
O 0.30365 0.12336 5.93183
H 4.70675 1.16815 -0.10679
C -0.43465 0.93813 5.00710
```

Energy above the lowest of the compared OMol25 structures with the same formula, charge and spin: 369.5 kJ/mol
Calculated total energy: -1545.81916 a.u.
Molecular weight: 440.6 Da
Multiplicity: 1
LUMO: 0.25 eV
Frontier orbital gap: 9.76 eV

C16H56O16 | ωB97M-V with the def2-TZVPD basis set

Geometry as XYZ:
```
88
C16H56O16 ωB97M-V with the def2-TZVPD basis set
O 1.84674 2.86745 2.94640
H 1.59680 -3.18213 2.55044
O -2.35173 -2.71541 -2.93978
O -0.66068 2.34089 2.36367
H 0.63347 5.34662 -0.75325
H 1.01566 -2.29743 4.10048
H 4.34221 3.26775 -3.98642
H -6.60087 -0.77668 -2.48483
H 1.96980 -5.56262 -1.60454
C -4.45557 0.13738 1.76610
H -2.01103 -4.02294 2.31547
H 0.95545 -1.01139 -2.63030
H 2.52657 4.87630 2.30951
O -0.53530 4.90273 0.93004
C 3.01265 0.28723 -0.42782
H -3.23729 -3.39151 1.04517
O 0.02052 -0.98013 -2.50925
H -2.62665 -5.05532 0.91787
H 3.33771 4.70907 -3.66740
H 0.32855 0.96630 -0.51311
C -2.35595 -4.05814 1.24439
C 3.67797 3.76490 -3.24571
H 2.57432 -1.21476 1.75842
H -0.35334 1.46575 4.19791
O 4.74255 -1.42141 -0.47015
H -1.71787 4.57603 -1.25192
H 2.73812 1.07947 -2.15705
H 2.73180 4.39024 3.93491
H -1.16942 0.78977 -1.30427
H -4.16471 -0.13912 2.80049
O -0.14984 -2.06376 2.47416
C -0.96777 2.23696 3.73435
H 3.79878 3.66637 2.65779
H -0.25774 -1.08271 2.27494
H 2.78028 -1.03637 3.57166
H 4.86147 0.26964 0.65957
O -0.36212 3.63769 -2.58525
H 2.78540 1.23029 0.04101
O -4.82968 -1.63958 -1.85625
H 5.49068 -1.72428 0.05344
C 2.08245 -1.05833 2.70033
H 1.80113 3.22082 -2.76445
H 0.80746 -1.45857 -0.51038
O 1.33216 0.11907 2.65235
H 2.51670 -0.46585 0.17144
H 0.97752 3.08363 2.49109
H 5.11889 0.55314 -1.01132
C 1.13261 -2.23864 2.98708
H -0.84140 4.06401 1.38577
H -4.17495 -0.73684 0.01524
H 2.89961 -4.09380 -1.10896
C -0.84571 3.87240 -1.26448
H -4.21062 1.20824 1.59047
C 1.97143 -4.60392 -1.13422
H -5.26533 -0.30610 -3.42690
C -5.72423 -1.14508 -2.88939
H -2.42855 -4.30488 -4.27163
H -1.05795 -4.32322 -3.07288
O 1.44351 -4.63989 0.24749
C -0.11678 -1.07339 -1.08634
C 4.47808 -0.02304 -0.31634
H -5.53209 0.13542 1.51307
H -1.50188 -2.19377 -3.10724
H -5.92106 -1.99286 -3.55441
H 0.55355 -4.23378 0.25424
H -0.83312 1.45830 1.93276
O 2.50911 0.21450 -1.76139
H -3.96883 -2.00547 -2.20007
O -1.08339 0.17169 0.81776
H -0.90476 -2.92722 0.93661
C -2.10519 -4.12317 -3.22083
H 4.19983 4.00552 -2.30019
H 1.81094 0.93778 2.72839
H -0.92095 -1.75626 -0.86882
H -2.71674 -4.70859 -2.59026
H -1.24631 2.86610 -0.91715
H 0.99727 3.85793 -0.01284
H -2.00453 2.05399 3.95350
H -2.00803 -0.18474 0.72160
C 2.77494 3.97398 2.95983
H -0.64233 2.77909 -2.90699
O -3.74042 -0.67198 0.89977
C 0.12169 4.49090 -0.32298
C -0.51010 0.31335 -0.47428
H 1.25332 -4.02673 -1.68519
O -1.33297 -3.61257 0.36131
O 2.63822 2.84026 -2.94065
H -0.74216 3.25545 4.13962
```

Energy above the lowest of the compared OMol25 structures with the same formula, charge and spin: 12.1 kJ/mol
Calculated total energy: -1846.83607 a.u.
Molecular weight: 504.6 Da
Multiplicity: 1
LUMO: 0.50 eV
Frontier orbital gap: 10.23 eV

C16H58O21 | ωB97M-V with the def2-TZVPD basis set

Geometry as XYZ:
```
95
C16H58O21 ωB97M-V with the def2-TZVPD basis set
O -5.30260 -1.18134 0.07625
H 0.36240 -3.48634 4.66425
H -0.44360 -0.46534 -4.93275
H 0.76440 3.17466 -3.79675
H -0.62060 -0.02234 -0.37975
H -4.68060 -2.66234 1.32825
H -3.42960 0.14266 1.31825
C 0.52840 -2.53934 4.06225
O -3.16760 -1.86134 -1.53775
H 0.00240 -1.44434 -2.54175
C -3.45960 -0.89934 1.49425
O 0.46040 -0.66934 -4.80075
O 2.58440 -1.86634 -1.37575
C 3.07740 0.59966 3.04225
H 2.87040 4.22666 0.76625
O -2.10060 0.72766 -1.32475
O 1.10040 6.24266 0.63725
H 3.52840 -3.30934 -3.08875
O 3.01140 -0.19734 4.18025
H 4.52240 -5.26034 -2.86875
H 1.64440 -2.21034 -4.23075
O -1.10660 -3.10334 -0.20075
H -2.57860 3.85266 -5.22475
H -0.24260 1.64866 -3.97975
H 2.11740 -3.78234 -0.82975
C -0.78960 1.93666 3.29525
H -0.58760 0.55766 2.01025
C -4.82160 -1.55534 1.37525
H -3.92260 -1.57134 -1.07675
H 0.15640 2.27066 2.86825
H 4.91440 -3.21534 -1.97475
C 0.56840 -2.03634 -4.49175
C 0.91840 5.00866 1.25825
H 2.24940 0.76566 -2.86475
H 1.08140 5.16066 2.28025
H -2.21360 3.05566 0.78725
H 4.10840 0.90066 2.83025
H -0.13160 4.83766 1.02925
H -2.56360 -1.11534 -1.62275
H 1.57040 -2.39134 3.97325
O -0.86660 0.57166 2.91925
H -1.48860 1.33166 -1.68175
H 0.83640 -0.01634 -0.37575
H -0.70760 2.01066 4.35825
H -2.08160 3.34666 -3.16975
H -1.19960 -2.92734 2.78025
C -0.29960 -2.23834 -3.28175
C 2.97840 -3.15134 -0.96075
H -1.37460 -2.31934 -3.50875
H 1.44840 6.90666 1.26325
H 1.76540 -2.05134 -1.75775
H -0.24060 -1.62834 2.23425
H 3.38240 0.27766 4.93725
C -0.16560 -2.63834 2.68425
O -0.08760 -1.45734 4.77525
H -2.44260 -0.30534 2.98325
C -1.27060 3.66266 -3.76375
H -2.97960 2.06966 2.89425
C -2.01460 2.54066 2.64825
H -2.01960 -2.98334 -0.56975
O 4.04340 -4.97934 -2.08975
H -5.60760 -1.33234 2.16525
H -0.78060 -2.23834 -0.00075
H -2.06660 3.58966 2.95825
O -1.61960 3.63866 -5.15975
H 1.40840 -0.46834 2.04225
H -6.14460 -1.62334 -0.04975
O -3.05760 -1.03234 2.82525
H 2.15640 1.30866 0.94225
H 0.43940 2.69666 0.56925
H 0.02740 -3.99534 1.29825
O 1.90940 0.68366 -1.98575
H 2.53440 1.57566 3.21825
H 3.40740 -3.32234 0.01425
H 2.43640 0.05466 -1.57075
H 2.92540 -1.25134 1.84525
H -2.89960 1.22266 -1.06475
H 0.63140 1.98066 -1.90075
C 1.80940 4.06066 0.47525
O -0.14760 2.44666 -2.14575
O 0.22140 -3.45134 -2.70075
H -1.02260 4.69766 -3.41275
O 1.34340 2.73666 0.73825
C 2.44140 -0.28534 1.91625
O 0.08240 -0.57634 -0.07675
H 1.86340 4.29466 -0.57575
H -0.23960 -3.47134 -1.80475
C 3.88040 -3.56234 -2.10575
H -2.75960 -1.37534 0.84625
C -0.14560 2.64666 -3.50575
H -0.24160 -0.71634 4.18825
H 0.42040 -2.62434 -5.40075
O 2.65940 0.54866 0.73525
O -1.66160 2.43866 1.26325
O 0.60240 -3.58034 1.96825
```

Energy above the lowest of the compared OMol25 structures with the same formula, charge and spin: 90.4 kJ/mol
Calculated total energy: -2224.25720 a.u.
Molecular weight: 586.6 Da
Multiplicity: 1
LUMO: -0.25 eV
Frontier orbital gap: 8.81 eV